1.
Entry from the Open Molecules 2025 dataset: an isolated molecule of C3H6O3 (ωB97M-V/def2-TZVPD).

Cartesian coordinates (Å):
O (-1.504, 0.813, -0.525)
C (-1.082, -0.354, 0.142)
C (0.439, -0.515, 0.040)
O (0.839, -0.463, -1.301)
C (1.132, 0.551, 0.864)
O (1.899, 1.349, 0.381)
H (-1.516, 0.609, -1.468)
H (-1.557, -1.251, -0.275)
H (-1.396, -0.257, 1.188)
H (0.727, -1.491, 0.462)
H (1.139, 0.447, -1.454)
H (0.882, 0.564, 1.945)

Summary:
**HOMO energy**: -10.3 eV
**Relative energy (zero: lowest compared OMol25 entry of this formula, charge and spin)**: 31.5 kcal/mol
**Orbital gap**: 0.40338 hartree
**Molar mass**: 90.08 g/mol
**Maximum force**: 0.56 eV/A
**DFT total energy**: -343.6043 a.u.

=====

2.
Entry from the Open Molecules 2025 dataset: an isolated molecule of C5H11ISi in a non-equilibrium geometry (ωB97M-V/def2-TZVPD).

Cartesian coordinates (Å):
C (1.971, 0.258, -2.186)
C (1.853, 0.066, -0.749)
C (-0.263, 0.002, 1.618)
C (-0.188, -2.282, -0.739)
C (-1.115, 0.545, -1.254)
Si (0.123, -0.433, -0.200)
I (3.666, 0.156, 0.408)
H (2.802, 0.679, -2.565)
H (0.968, 0.436, -2.772)
H (-1.234, -0.316, 1.942)
H (0.534, -0.361, 2.273)
H (-0.068, 1.084, 1.853)
H (-0.013, -2.344, -1.734)
H (0.368, -2.958, -0.146)
H (-1.289, -2.561, -0.782)
H (-1.915, 0.709, -0.525)
H (-0.604, 1.466, -1.571)
H (-1.421, 0.196, -2.281)

Summary:
**HOMO energy**: -9.0 eV
**Relative energy (zero: lowest compared OMol25 entry of this formula, charge and spin)**: 21.8 kcal/mol
**Orbital gap**: 0.34699 hartree
**Molar mass**: 226.13 g/mol
**Maximum force**: 7.56 eV/A
**DFT total energy**: -784.2439 a.u.

=====

3.
Entry from the Open Molecules 2025 dataset: a structure of composition C45H56BIN10V in a non-equilibrium geometry (ωB97M-V/def2-TZVPD).

Cartesian coordinates (Å):
V (0.607, 0.795, 0.228)
C (-1.154, -1.814, 2.597)
C (-1.547, -0.445, 2.159)
C (-2.579, 0.239, 2.794)
C (-2.842, 1.357, 2.020)
C (-3.820, 2.428, 2.315)
N (-2.001, 1.323, 0.969)
N (-1.169, 0.258, 1.065)
B (-2.216, 2.137, -0.320)
N (-2.492, 1.248, -1.552)
N (-1.537, 1.077, -2.502)
C (-2.144, 0.794, -3.653)
C (-1.411, 0.614, -4.932)
C (-3.527, 0.771, -3.451)
C (-3.711, 1.059, -2.113)
C (-4.968, 1.154, -1.335)
N (-0.981, 2.987, -0.639)
N (0.263, 2.486, -0.789)
C (1.004, 3.420, -1.418)
C (2.412, 3.341, -1.886)
C (0.212, 4.538, -1.637)
C (-1.046, 4.232, -1.142)
C (-2.245, 5.098, -1.147)
H (-1.660, -2.028, 3.535)
H (-1.497, -2.538, 1.861)
H (-0.094, -1.955, 2.743)
H (-3.078, -0.050, 3.695)
H (-4.123, 2.347, 3.355)
H (-3.389, 3.411, 2.148)
H (-4.711, 2.342, 1.695)
H (-3.129, 2.853, -0.142)
H (-1.396, -0.430, -5.241)
H (-0.391, 0.985, -4.855)
H (-1.923, 1.173, -5.714)
H (-4.277, 0.595, -4.194)
H (-5.784, 0.695, -1.884)
H (-4.853, 0.657, -0.374)
H (-5.223, 2.196, -1.149)
H (2.611, 2.427, -2.441)
H (2.600, 4.186, -2.544)
H (3.109, 3.409, -1.054)
H (0.517, 5.450, -2.104)
H (-1.970, 6.086, -1.504)
H (-3.014, 4.694, -1.802)
H (-2.677, 5.194, -0.153)
C (3.775, -3.109, -0.315)
C (3.803, -2.456, 1.037)
C (5.023, -2.413, 1.696)
C (5.152, -1.802, 2.927)
C (4.051, -1.183, 3.486)
C (2.813, -1.178, 2.851)
C (1.696, -0.475, 3.570)
C (2.666, -1.854, 1.626)
N (1.450, -1.912, 0.896)
C (0.914, -3.070, 0.726)
C (1.326, -4.269, 1.523)
C (-0.168, -3.319, -0.272)
C (-0.406, -4.745, -0.670)
N (-0.809, -2.335, -0.774)
C (-1.807, -2.460, -1.766)
C (-1.459, -2.667, -3.105)
C (-0.048, -2.920, -3.549)
C (-2.453, -2.655, -4.075)
C (-3.775, -2.451, -3.742)
C (-4.121, -2.293, -2.414)
C (-3.158, -2.300, -1.418)
C (-3.582, -2.192, 0.013)
H (3.855, -4.190, -0.211)
H (4.630, -2.773, -0.898)
H (2.871, -2.876, -0.873)
H (5.877, -2.881, 1.229)
H (6.099, -1.803, 3.443)
H (4.145, -0.693, 4.442)
H (2.098, 0.364, 4.141)
H (1.226, -1.148, 4.290)
H (0.940, -0.098, 2.877)
H (1.961, -3.979, 2.356)
H (1.881, -4.979, 0.911)
H (0.453, -4.783, 1.920)
H (0.511, -5.195, -1.052)
H (-1.165, -4.796, -1.449)
H (-0.746, -5.345, 0.171)
H (0.638, -3.020, -2.711)
H (0.284, -2.119, -4.209)
H (-0.010, -3.845, -4.122)
H (-2.170, -2.819, -5.104)
H (-4.529, -2.444, -4.509)
H (-5.156, -2.170, -2.139)
H (-4.661, -2.087, 0.079)
H (-3.118, -1.336, 0.496)
H (-3.302, -3.091, 0.563)
I (3.437, 0.501, -0.416)
C (3.917, 1.475, 1.394)
C (5.206, 1.518, 1.848)
C (5.482, 2.208, 3.036)
C (4.478, 2.853, 3.705)
C (3.151, 2.837, 3.233)
C (2.120, 3.535, 3.892)
C (0.851, 3.530, 3.388)
C (0.551, 2.802, 2.222)
C (1.506, 2.050, 1.573)
C (2.839, 2.107, 2.044)
H (5.999, 1.037, 1.296)
H (6.491, 2.236, 3.409)
H (4.681, 3.400, 4.612)
H (2.361, 4.090, 4.786)
H (0.067, 4.095, 3.869)
H (-0.470, 2.877, 1.859)
N (1.537, -0.224, -2.495)
N (0.559, -0.090, -1.511)
H (1.320, 0.285, -3.349)
H (1.823, -1.177, -2.696)
H (0.181, -1.003, -1.159)
H (-0.335, 0.424, -1.943)

Summary:
**HOMO energy (alpha / beta)**: -13.0 / -13.0 eV
**Expectation value of S²**: 0.827
**Multiplicity**: 2
**Total charge**: +2
**Orbital gap (alpha / beta)**: 0.22165 / 0.24910 hartree
**Molar mass**: 925.67 g/mol
**Maximum force**: 1.36 eV/A
**DFT total energy**: -3562.0372 a.u.

=====

4.
Entry from the Open Molecules 2025 dataset: a structure of composition C27H47N6PtSeSi4Te in a non-equilibrium geometry (ωB97M-V/def2-TZVPD).

Cartesian coordinates (Å):
Pt (-0.776, -1.487, -0.351)
Se (-6.471, -4.212, -4.986)
N (-4.719, -4.316, -5.011)
C (-4.234, -3.813, -3.893)
C (-2.836, -3.721, -3.572)
C (-1.834, -4.094, -4.473)
C (-0.517, -3.961, -4.086)
C (-0.236, -3.495, -2.804)
N (-1.173, -3.129, -1.946)
C (-2.463, -3.206, -2.312)
C (-3.467, -2.699, -1.392)
N (-3.048, -2.159, -0.236)
C (-3.937, -1.625, 0.584)
C (-5.302, -1.582, 0.307)
C (-5.762, -2.146, -0.864)
C (-4.836, -2.728, -1.734)
C (-5.222, -3.325, -2.982)
N (-6.466, -3.455, -3.404)
H (-2.118, -4.468, -5.444)
H (0.287, -4.215, -4.756)
H (0.785, -3.418, -2.452)
H (-3.545, -1.214, 1.504)
H (-5.979, -1.112, 1.000)
H (-6.807, -2.149, -1.135)
C (1.172, -2.436, 5.342)
C (2.021, -3.121, 4.269)
N (1.250, -3.542, 3.109)
C (0.864, -4.941, 3.028)
C (-0.405, -5.280, 3.803)
C (0.864, -2.656, 2.171)
C (1.509, -1.302, 2.167)
N (0.017, -2.891, 1.228)
H (1.823, -2.026, 6.108)
H (0.491, -3.139, 5.811)
H (0.579, -1.629, 4.920)
H (2.496, -4.005, 4.695)
H (2.818, -2.446, 3.954)
H (1.696, -5.536, 3.410)
H (0.740, -5.205, 1.975)
H (-0.279, -5.078, 4.862)
H (-0.624, -6.336, 3.686)
H (-1.250, -4.700, 3.440)
H (2.586, -1.418, 2.061)
H (1.289, -0.741, 3.070)
H (1.119, -0.761, 1.303)
H (-0.414, -3.810, 1.219)
C (0.102, 6.265, -1.080)
Si (-0.581, 4.487, -1.048)
C (-1.387, 4.127, -2.743)
C (-1.951, 4.330, 0.276)
Si (1.142, 2.892, -0.545)
Te (-0.291, 0.792, -1.210)
Si (2.879, 2.725, -2.189)
C (3.767, 4.406, -2.307)
C (2.146, 2.274, -3.892)
C (4.138, 1.367, -1.714)
Si (1.997, 3.080, 1.693)
C (0.649, 3.018, 3.047)
C (3.386, 1.846, 2.154)
C (2.816, 4.803, 1.764)
H (-0.678, 6.982, -1.319)
H (0.882, 6.373, -1.827)
H (0.522, 6.549, -0.121)
H (-2.194, 4.824, -2.956)
H (-1.806, 3.126, -2.772)
H (-0.669, 4.205, -3.552)
H (-2.828, 4.916, 0.017)
H (-1.611, 4.668, 1.249)
H (-2.270, 3.297, 0.381)
H (3.077, 5.199, -2.571)
H (4.548, 4.390, -3.061)
H (4.233, 4.674, -1.365)
H (1.464, 3.040, -4.245)
H (1.592, 1.341, -3.842)
H (2.920, 2.154, -4.644)
H (4.688, 1.628, -0.816)
H (4.867, 1.213, -2.505)
H (3.645, 0.417, -1.536)
H (0.060, 2.107, 3.001)
H (-0.034, 3.855, 2.944)
H (1.084, 3.080, 4.041)
H (3.082, 0.814, 2.029)
H (3.694, 1.978, 3.188)
H (4.262, 2.008, 1.535)
H (2.111, 5.599, 1.550)
H (3.629, 4.882, 1.050)
H (3.234, 4.996, 2.748)

Summary:
**HOMO energy (alpha / beta)**: -10.0 / -10.0 eV
**Expectation value of S²**: 2.019
**Multiplicity**: 3
**Relative energy (zero: lowest compared OMol25 entry of this formula, charge and spin)**: 13.4 kcal/mol
**Total charge**: +1
**Orbital gap (alpha / beta)**: 0.25235 / 0.22947 hartree
**Molar mass**: 969.70 g/mol
**Maximum force**: 1.42 eV/A
**DFT total energy**: -5332.2021 a.u.

=====

5.
Entry from the Open Molecules 2025 dataset: an isolated molecule of C5H13N in a non-equilibrium geometry (ωB97M-V/def2-TZVPD).

Cartesian coordinates (Å):
C (1.600, 0.415, -0.180)
C (0.146, 0.170, 0.263)
C (-0.136, -1.268, 0.649)
C (-0.784, 0.670, -0.841)
C (-2.285, 0.405, -0.641)
N (2.629, -0.046, 0.738)
H (1.768, -0.079, -1.145)
H (1.772, 1.485, -0.264)
H (0.001, 0.831, 1.128)
H (-1.179, -1.389, 0.902)
H (0.029, -1.945, -0.204)
H (0.465, -1.638, 1.479)
H (-0.539, 0.233, -1.820)
H (-0.721, 1.756, -0.917)
H (-2.880, 0.851, -1.438)
H (-2.478, -0.679, -0.660)
H (-2.608, 0.759, 0.327)
H (2.505, -1.009, 1.023)
H (2.696, 0.479, 1.602)

Summary:
**HOMO energy**: -9.0 eV
**Relative energy (zero: lowest compared OMol25 entry of this formula, charge and spin)**: 5.7 kcal/mol
**Orbital gap**: 0.37277 hartree
**Molar mass**: 87.17 g/mol
**Maximum force**: 1.09 eV/A
**DFT total energy**: -253.0540 a.u.

=====

6.
Entry from the Open Molecules 2025 dataset: a cluster of 2 separate species, CH2ClNO2 in total in a non-equilibrium geometry (ωB97M-V/def2-TZVPD).

Cartesian coordinates (Å):
C (-0.076, -0.521, -0.250)
N (-0.904, -1.417, 0.506)
O (0.231, 0.143, -1.121)
O (-1.296, -1.075, 1.623)
Cl (1.557, -1.580, -0.041)
H (0.353, 2.336, -0.666)
H (0.137, 2.113, -0.051)

Summary:
**HOMO energy**: -10.6 eV
**Relative energy (zero: lowest compared OMol25 entry of this formula, charge and spin)**: 115.9 kcal/mol
**Orbital gap**: 0.30558 hartree
**Molar mass**: 95.48 g/mol
**Maximum force**: 4.92 eV/A
**DFT total energy**: -704.5357 a.u.

=====

7.
Entry from the Open Molecules 2025 dataset: an isolated molecule of C3H5FO in a non-equilibrium geometry (ωB97M-V/def2-TZVPD).

Cartesian coordinates (Å):
C (0.492, 1.139, -0.108)
C (0.644, -0.424, -0.198)
C (-0.783, -1.026, 0.132)
H (0.114, 1.314, 0.944)
H (-0.351, 1.458, -0.715)
H (1.510, 1.607, -0.165)
H (-0.929, -0.874, 1.196)
H (-0.780, -2.066, -0.291)
O (1.744, -0.971, -0.329)
F (-1.660, -0.157, -0.465)

Summary:
**HOMO energy**: -9.9 eV
**Relative energy (zero: lowest compared OMol25 entry of this formula, charge and spin)**: 12.3 kcal/mol
**Orbital gap**: 0.38793 hartree
**Molar mass**: 76.07 g/mol
**Maximum force**: 3.23 eV/A
**DFT total energy**: -292.3767 a.u.

=====

8.
Entry from the Open Molecules 2025 dataset: a cluster of 2 separate species, C6H14N3O3S2 in total in a non-equilibrium geometry (ωB97M-V/def2-TZVPD).

Cartesian coordinates (Å):
C (1.168, -0.190, 0.653)
C (1.942, -2.120, -1.020)
C (-1.389, 0.975, -1.886)
C (2.985, 0.857, 1.972)
C (-1.984, 1.025, -0.486)
C (-0.924, 0.991, 0.677)
N (2.890, -2.570, -0.296)
N (-0.070, -0.148, 0.601)
N (2.376, 0.153, 0.829)
O (1.768, 2.498, -0.195)
O (2.246, 0.664, -1.727)
O (4.059, 1.696, -0.424)
S (4.063, -1.643, 0.352)
S (2.689, 1.510, -0.703)
H (1.351, -2.956, -1.487)
H (2.078, -1.071, -1.440)
H (-2.158, 1.045, -2.670)
H (-0.690, 1.770, -1.998)
H (-0.700, 0.120, -2.005)
H (4.009, 0.495, 1.953)
H (2.797, 1.935, 1.835)
H (2.408, 0.575, 2.828)
H (-2.478, 0.032, -0.370)
H (-2.674, 1.837, -0.386)
H (-0.457, 1.923, 0.580)
H (-1.602, 0.792, 1.589)
H (2.828, -3.526, 0.007)
H (-0.527, -0.964, 0.345)

Summary:
**HOMO energy (alpha / beta)**: -12.7 / -12.7 eV
**Relative energy (zero: lowest compared OMol25 entry of this formula, charge and spin)**: 93.8 kcal/mol
**Total charge**: +1
**Orbital gap (alpha / beta)**: 0.28223 / 0.28208 hartree
**Molar mass**: 240.33 g/mol
**Maximum force**: 5.43 eV/A
**DFT total energy**: -1422.9331 a.u.

=====

9.
Entry from the Open Molecules 2025 dataset: the ion C3H7NOS with charge -2 in a non-equilibrium geometry (ωB97M-V/def2-TZVPD).

Cartesian coordinates (Å):
C (-0.874, -0.332, -1.036)
O (-1.832, -1.324, -1.024)
C (-0.357, 0.035, 0.375)
C (0.730, 1.149, 0.354)
S (2.450, 0.729, -0.189)
N (0.134, -1.147, 1.061)
H (-1.283, 0.617, -1.461)
H (0.010, -0.637, -1.634)
H (-1.212, 0.539, 0.851)
H (0.357, 1.968, -0.251)
H (0.855, 1.435, 1.393)
H (1.148, -1.085, 1.071)
H (-0.127, -1.947, 0.491)

Summary:
**HOMO energy**: 1.3 eV
**Relative energy (zero: lowest compared OMol25 entry of this formula, charge and spin)**: 6.8 kcal/mol
**Total charge**: -2
**Orbital gap**: 0.18702 hartree
**Molar mass**: 105.16 g/mol
**Maximum force**: 1.57 eV/A
**DFT total energy**: -646.5909 a.u.